Computed, not measured: 9 unconnected molecules or ions with the total composition C51H127N9O at a distorted geometry, with ωB97M-V/def2-TZVPD.

The geometry in ORCA input format:
```
! RIJCOSX wB97M-V def2-TZVPD def2/J DEFGRID3
* xyz 0 1
C 5.4760 -3.3404 -2.8585
C 4.0987 -2.6674 -2.9081
N 3.7913 -1.7961 -1.7754
C 4.5465 -0.5500 -1.7664
C 4.3493 0.3167 -3.0099
C 3.8904 -2.4316 -0.4558
C 3.1300 -3.7508 -0.3935
H 6.2499 -2.6071 -2.6418
H 5.6748 -3.8263 -3.8155
H 5.5270 -4.1429 -2.1203
H 4.0651 -2.0587 -3.8106
H 3.2992 -3.4006 -3.0266
H 4.2829 0.0989 -0.9247
H 5.6141 -0.7581 -1.5818
H 4.7722 1.3144 -2.8913
H 4.8083 -0.1463 -3.8840
H 3.2819 0.4302 -3.2076
H 3.5256 -1.7215 0.2877
H 4.9538 -2.6210 -0.2334
H 2.0736 -3.6124 -0.6429
H 3.1200 -4.1195 0.6328
H 3.5534 -4.4884 -1.0695
C 2.1485 -4.5934 5.7885
C 2.9512 -3.2898 5.7031
N 3.9590 -3.2162 4.6500
C 5.0647 -4.1274 4.9199
C 6.3381 -3.7568 4.1583
C 3.4226 -3.3543 3.3007
C 2.4979 -2.2077 2.9391
H 1.7729 -4.9041 4.8153
H 1.2763 -4.4855 6.4384
H 2.7321 -5.3870 6.2599
H 2.2443 -2.4587 5.6596
H 3.4717 -3.1408 6.6523
H 5.2714 -4.1493 5.9879
H 4.7912 -5.1484 4.5977
H 6.5932 -2.7115 4.3440
H 7.1567 -4.4342 4.3926
H 6.1888 -3.8123 3.0776
H 2.9238 -4.3311 3.1692
H 4.2665 -3.4312 2.6149
H 3.0906 -1.2961 3.0444
H 1.6700 -2.1012 3.6418
H 2.0476 -2.3359 1.9561
C -7.8769 -1.6759 -0.4274
C -6.7959 -1.5892 -1.4799
N -5.5083 -2.0496 -0.9860
C -4.3954 -1.5654 -1.7796
C -4.2523 -0.0483 -1.7768
C -5.4502 -3.4997 -0.8451
C -4.3355 -3.9245 0.1175
H -7.6379 -1.0844 0.4544
H -8.1515 -2.6956 -0.1450
H -8.8508 -1.3245 -0.7903
H -7.1032 -2.1758 -2.3669
H -6.7040 -0.5621 -1.8298
H -3.4342 -2.0296 -1.5471
H -4.5289 -1.9269 -2.8241
H -4.4700 0.3666 -0.7950
H -3.2404 0.2115 -2.0930
H -4.8696 0.4004 -2.5590
H -5.2984 -3.9722 -1.8300
H -6.3746 -3.8847 -0.4212
H -3.3352 -4.0222 -0.3021
H -4.5630 -4.9345 0.4848
H -4.3438 -3.2905 1.0036
C 6.5835 3.0370 -0.8342
C 5.0960 3.1144 -0.4691
N 4.3156 3.8621 -1.4701
C 2.8991 3.4679 -1.4205
C 2.1618 3.7185 -2.7334
C 4.5174 5.3165 -1.3560
C 3.9844 5.9937 -0.0883
H 7.0152 2.2867 -0.1661
H 7.0849 3.9955 -0.7508
H 6.6771 2.6254 -1.8397
H 4.7025 2.1027 -0.4012
H 4.9809 3.5977 0.5110
H 2.4052 3.9756 -0.5838
H 2.8892 2.3863 -1.2809
H 2.0113 4.7664 -2.9832
H 1.2084 3.1890 -2.7216
H 2.7521 3.2238 -3.5098
H 5.5906 5.5123 -1.3849
H 4.0887 5.7275 -2.2711
H 2.9026 5.9431 0.0147
H 4.4721 5.6336 0.8147
H 4.2091 7.0590 -0.1978
C -4.0200 5.8240 -4.8155
C -3.6840 4.7145 -3.8071
N -2.3588 4.8746 -3.2240
C -2.2218 6.0596 -2.3875
C -0.8464 6.1003 -1.7248
C -1.9207 3.6203 -2.6088
C -2.7606 3.1549 -1.3957
H -5.0271 5.6553 -5.2071
H -3.3726 5.7442 -5.6897
H -3.9836 6.8020 -4.3442
H -4.4399 4.7641 -3.0064
H -3.7420 3.7700 -4.3441
H -2.2586 6.9069 -3.0732
H -3.0223 6.1167 -1.6353
H -0.1098 5.8445 -2.4897
H -0.5695 7.1003 -1.3896
H -0.8072 5.3960 -0.8986
H -0.8794 3.7011 -2.3126
H -2.0017 2.8170 -3.3420
H -3.6591 2.6261 -1.7131
H -3.1078 3.9965 -0.7904
H -2.1750 2.4677 -0.7833
C -5.9408 -0.9668 2.9130
C -4.6218 -0.9819 3.6994
N -3.7975 0.2194 3.6670
C -4.3502 1.3392 4.4243
C -4.4267 1.0467 5.9123
C -3.3520 0.6254 2.3569
C -2.5037 -0.4117 1.6058
H -5.7797 -0.7936 1.8492
H -6.6203 -0.2134 3.3143
H -6.3878 -1.9532 3.0466
H -4.8342 -1.2065 4.7435
H -3.9908 -1.7892 3.3165
H -3.7057 2.2034 4.2642
H -5.3548 1.5836 4.0426
H -3.5260 0.6009 6.3344
H -4.6667 1.9501 6.4812
H -5.2460 0.3747 6.1886
H -2.7829 1.5538 2.3929
H -4.2094 0.8320 1.6885
H -3.1310 -1.1631 1.1204
H -1.8905 -1.0072 2.2932
H -1.8405 0.0748 0.8937
C -0.7972 -4.5469 -1.3832
C -1.4606 -5.4753 -2.4019
N -1.4588 -5.0051 -3.7849
C -2.3422 -3.8522 -3.9492
C -2.8845 -3.7269 -5.3589
C -0.1241 -4.7185 -4.3146
C 0.8253 -5.8988 -4.1869
H -0.9168 -4.9689 -0.3811
H -1.2264 -3.5446 -1.3500
H 0.2755 -4.4999 -1.5785
H -0.9515 -6.4444 -2.4071
H -2.4781 -5.7299 -2.0970
H -3.2035 -3.9444 -3.2816
H -1.8695 -2.9020 -3.6499
H -3.4551 -4.6061 -5.6610
H -3.5391 -2.8569 -5.4563
H -2.1022 -3.5962 -6.1105
H 0.3185 -3.8223 -3.8507
H -0.2771 -4.4828 -5.3677
H 1.7093 -5.6907 -4.7964
H 0.3904 -6.8117 -4.5943
H 1.1571 -6.0769 -3.1652
C 2.6295 3.5054 4.0461
C 1.1921 4.0299 4.1783
N 0.2651 3.5022 3.1838
C 0.6198 3.8632 1.8222
C 0.6393 5.3595 1.5915
C -0.0082 2.0879 3.3020
C -0.5626 1.6764 4.6534
H 2.6470 2.4369 3.8177
H 3.2101 3.6094 4.9658
H 3.2087 4.0021 3.2647
H 0.8256 3.8380 5.1854
H 1.1997 5.1153 4.0820
H -0.0611 3.3501 1.1342
H 1.5959 3.4462 1.5091
H -0.2053 5.8683 2.0607
H 0.6417 5.6314 0.5385
H 1.5369 5.8231 2.0091
H -0.6446 1.7844 2.4670
H 0.8747 1.4482 3.0910
H 0.1462 1.7357 5.4842
H -1.3229 2.3996 4.9677
H -0.9859 0.6733 4.6584
C 0.5672 -0.8182 -3.1626
C 0.2967 -0.2079 -1.8126
O -0.7960 0.2742 -1.5457
N 1.3272 -0.2052 -0.9287
C 1.1651 0.3932 0.3713
H 1.5797 -1.1963 -3.3128
H 0.3990 -0.0699 -3.9388
H -0.1128 -1.6491 -3.3499
H 2.0860 -0.8504 -1.1330
H 1.1054 -0.3388 1.1843
H 0.2564 0.9826 0.4185
H 2.0312 1.0204 0.6041
*
```

Properties
* LUMO level: 0.573 eV
* frontier orbital gap: 8.47 eV
* E: -70404.3624 eV
* E_HOMO: -0.2903 Eh
* SMILES: CCN(CC)CC.CCN(CC)CC.CCN(CC)CC.CCN(CC)CC.CCN(CC)CC.CCN(CC)CC.CCN(CC)CC.CCN(CC)CC.CNC(C)=O
* energy relative to the best compared isomer or geometry (same formula, charge and spin): 0.4050 eV
* F_max: 0.024 Eh/bohr

These are the Mulliken partial charges, in e, on atoms 1 to 4: C -1.615; C -0.927; N 0.642; C -0.304